(w)
C4H7N3OS in the gas phase, computed with ωB97M-V/def2-TZVPD.

Structure (XYZ):
```
16
Properties=species:S:1:pos:R:3:mulliken_charge:R:1
C -0.009 0.404 -1.233 0.593
C -0.698 -1.173 0.280 0.280
C 0.845 -1.902 1.920 -0.850
C -0.734 2.396 -1.955 -0.668
N -0.890 -0.279 -0.736 -0.228
N 1.482 -0.126 0.507 -0.884
N 0.460 -0.904 1.034 0.485
O 0.295 1.403 -1.923 -0.254
S -1.875 -2.271 0.589 -0.401
H 1.272 -1.348 2.850 0.254
H -0.106 -2.388 2.235 0.337
H 1.683 -2.656 1.621 0.251
H -1.675 1.877 -2.243 0.342
H -0.388 3.233 -2.708 0.218
H -0.931 2.863 -0.922 0.295
H 1.269 0.873 0.683 0.230
```

2S+1 = 1
Charge = 0
Orbital gap = 0.272 hartree

***

(x)
C4H7N3OS in the gas phase, computed with ωB97M-V/def2-TZVPD.

Structure (XYZ):
```
16
Properties=species:S:1:pos:R:3:mulliken_charge:R:1
C 0.568 -2.222 0.176 -0.082
C -0.328 -0.074 -0.310 -0.160
C 0.920 -0.590 1.848 -0.988
C -1.377 2.077 -1.588 -0.802
N 0.150 -2.574 -1.037 0.204
N -0.433 -1.965 -1.832 -0.336
N 0.352 -0.885 0.452 0.164
O 0.704 2.252 0.111 -0.641
S -0.627 1.548 0.087 0.438
H 1.368 -2.624 0.760 0.239
H 1.481 0.354 1.864 0.303
H -0.097 -0.466 2.412 0.325
H 1.555 -1.301 2.175 0.404
H -2.225 2.563 -1.228 0.311
H -1.422 1.115 -1.992 0.365
H -0.589 2.792 -1.898 0.258
```

2S+1 = 1
Charge = 0
Orbital gap = 0.290 hartree

***

Which structure loses on stability? (x) does.

***

(w)
C2H2F2S2 in the gas phase, computed with ωB97M-V/def2-TZVPD.

Structure (XYZ):
```
8
Properties=species:S:1:pos:R:3:mulliken_charge:R:1
F 1.082 1.159 -1.035 -0.183
C 0.888 0.177 -0.097 0.177
S 2.149 -0.860 0.277 -0.167
C -0.449 0.130 0.577 0.100
F -0.994 1.312 0.671 -0.250
S -1.287 -1.187 -0.457 -0.141
H -0.323 -0.193 1.600 0.308
H -1.065 -0.537 -1.537 0.155
```

2S+1 = 1
SMILES string = FC(=S)[C@@H](F)S
Charge = 0
Orbital gap = 0.326 hartree

***

(x)
C2H2F2S2 in the gas phase, computed with ωB97M-V/def2-TZVPD.

Structure (XYZ):
```
8
Properties=species:S:1:pos:R:3:mulliken_charge:R:1
F 1.475 0.896 -0.435 -0.212
C 0.318 0.260 -0.432 -0.045
S -0.979 1.367 -1.776 -0.212
C -0.101 -0.545 0.517 0.578
F -1.359 -0.908 0.534 -0.228
S 0.824 -1.062 1.911 -0.170
H 0.074 1.640 -2.590 0.156
H -0.252 -1.649 2.271 0.134
```

2S+1 = 1
SMILES string = F/C(S)=C(/F)S
Charge = 0
Orbital gap = 0.324 hartree

***

Which structure loses on stability? (x) does.

***

(w)
C4H6N2S in the gas phase, computed with ωB97M-V/def2-TZVPD.

Structure (XYZ):
```
13
Properties=species:S:1:pos:R:3:mulliken_charge:R:1
C 0.306 0.117 -1.456 -0.025
N -0.942 0.384 -1.494 -0.283
N -1.423 0.807 -0.361 -0.372
C -1.369 0.214 0.837 -0.137
C -0.469 -0.920 1.244 -0.481
S 1.358 -0.678 1.055 -0.126
C 1.350 0.483 -0.529 -0.402
H 0.872 -0.413 -2.408 0.219
H -1.627 1.066 1.615 0.289
H -0.985 -1.717 0.673 0.312
H -0.685 -1.287 2.264 0.366
H 2.153 0.361 -1.238 0.342
H 1.461 1.582 -0.202 0.298
```

2S+1 = 1
SMILES string = C1=NN=CCSC1
Charge = 0
Orbital gap = 0.332 hartree

***

(x)
C4H6N2S in the gas phase, computed with ωB97M-V/def2-TZVPD.

Structure (XYZ):
```
13
Properties=species:S:1:pos:R:3:mulliken_charge:R:1
S -1.828 2.354 0.178 -0.204
N -0.962 1.287 -0.845 -0.480
C -0.199 0.492 -0.200 0.442
C -0.298 -0.217 1.114 -0.176
C 0.383 -1.359 1.028 -0.441
N 1.321 -1.337 0.031 -0.265
C 0.988 -0.128 -0.841 -0.394
H -2.839 2.832 -1.019 0.161
H -0.818 0.137 2.083 0.261
H 0.396 -2.154 1.764 0.371
H 1.476 -2.162 -0.436 0.238
H 1.799 0.599 -0.916 0.268
H 0.581 -0.344 -1.943 0.220
```

2S+1 = 1
SMILES string = S/N=C1\C=CNC1
Charge = 0
Orbital gap = 0.315 hartree

***

Which structure loses on stability? (w) does.

***

(w)
C4H6N2S in the gas phase, computed with ωB97M-V/def2-TZVPD.

Structure (XYZ):
```
13
Properties=species:S:1:pos:R:3:mulliken_charge:R:1
H 0.494 -0.097 -2.972 0.258
N -0.070 -0.903 -2.435 -0.755
C -0.062 -0.642 -1.118 0.522
C 0.760 0.556 -0.588 -0.714
S 0.041 1.596 0.577 -0.174
C -0.437 0.265 1.753 -0.406
C -0.351 -1.008 1.302 -0.202
N -0.172 -1.665 -0.048 -0.177
H 1.117 1.124 -1.380 0.357
H 1.483 -0.063 -0.094 0.377
H -0.423 0.669 2.689 0.472
H -0.734 -1.675 2.184 0.229
H -0.343 -2.539 -0.373 0.214
```

2S+1 = 1
SMILES string = [H]/N=C1\CSC=CN1
Charge = 0
Orbital gap = 0.326 hartree

***

(x)
C4H6N2S in the gas phase, computed with ωB97M-V/def2-TZVPD.

Structure (XYZ):
```
13
Properties=species:S:1:pos:R:3:mulliken_charge:R:1
C -1.307 -1.180 0.033 0.368
C -2.368 -0.355 -0.052 -0.117
C 0.577 0.273 0.298 0.558
C 1.962 0.269 -0.381 -1.127
N -0.019 -1.000 0.154 -0.432
N -0.052 1.480 0.169 -0.601
S -3.762 0.333 -0.100 -0.317
H -1.602 -2.231 -0.017 0.335
H 0.810 0.189 1.390 0.126
H 1.823 0.192 -1.455 0.302
H 2.550 -0.573 -0.032 0.334
H 2.459 1.206 -0.153 0.353
H -1.070 1.397 0.145 0.219
```

2S+1 = 1
Charge = 0
Orbital gap (alpha / beta) = 0.309 / 0.252 hartree

***

Which structure loses on stability? (x) does.